# 1
DFT (the ωB97M-V functional and the def2-TZVPD basis) results for a 3-piece molecular cluster, C37H87BN8O6P2 overall.

* Kohn-Sham gap: 6.589 eV
* structure (SMILES): C#C[C@@H](N(CCN)B(C)O)[C@](C)(O[C@@H](O)CCCCCCCCCCOC)[C@H](C)CCC.CN(C)P(=O)(N(C)C)N(C)C.CN(C)P(=O)(N(C)C)N(C)C
* energy: -83223.9760 eV
* HOMO level: -7.859 eV
* LUMO: -1.27 eV
* F_max: 6.9 eV Å⁻¹

Each line ends with the Mulliken charge.
Geometry (Å):
1 C 0.1966 2.8782 0.3497  -0.8582
2 C -0.0065 1.5928 0.1027  -0.5273
3 C -0.4018 0.0181 0.0309  -0.2258
4 N -1.3006 -0.3335 -1.1079  0.5752
5 C -2.5804 -0.9793 -0.6755  -0.8820
6 C -3.4410 -1.4285 -2.0055  -0.2553
7 N -4.3308 -2.5728 -1.5225  -0.6923
8 B -1.6473 0.9184 -1.9109  0.2764
9 C -2.8893 1.9218 -1.5945  -0.8012
10 O -0.7790 1.2969 -3.0434  -0.7261
11 C 0.9516 -0.9254 0.1224  1.1442
12 C 0.4503 -2.3043 0.7880  -1.2541
13 O 1.8836 -0.1456 0.9078  -0.2176
14 C 2.7964 -0.9269 1.7010  1.1700
15 O 4.0480 -0.1337 1.7540  -0.5559
16 C 2.3500 -1.1172 3.2592  -0.7098
17 C 3.2311 -0.2845 4.3172  -0.6624
18 C 2.9013 1.3231 4.3211  -0.0728
19 C 3.3999 2.0104 5.7238  -1.0502
20 C 3.1251 3.6090 5.7765  0.5789
21 C 1.8568 3.9534 6.7508  -0.8375
22 C 0.9962 5.2346 6.2755  -0.4871
23 C 0.4938 5.1679 4.7361  -0.1397
24 C 0.6906 6.5927 3.9703  -0.7536
25 C 2.1670 6.8106 3.3487  -0.2923
26 O 2.8408 7.9386 3.9975  -0.4115
27 C 3.8019 7.4894 4.9903  -0.5168
28 C 1.4238 -1.1034 -1.4440  1.1972
29 C 0.8386 -2.4899 -2.1065  -1.2825
30 C 3.0345 -1.1993 -1.6167  -0.3097
31 C 3.7396 0.2803 -1.7300  -0.1536
32 C 3.7292 0.6491 -3.3321  -0.9867
33 H 0.4260 3.8805 0.8861  0.3596
34 H -0.9920 -0.2370 1.0081  0.4342
35 H -3.2640 -0.3220 -0.0203  0.2449
36 H -2.4306 -1.9720 -0.0819  0.4343
37 H -4.1573 -0.6089 -2.3720  0.1600
38 H -2.7773 -1.8907 -2.8262  0.2417
39 H -3.7941 -3.4534 -1.5739  0.2786
40 H -4.6076 -2.4277 -0.5373  0.2791
41 H -3.6357 1.8929 -2.4862  0.2325
42 H -2.4570 3.0059 -1.5903  0.2637
43 H -3.3942 1.7750 -0.5736  0.2189
44 H -0.6132 2.2681 -2.8706  0.2945
45 H 0.1219 -2.0418 1.8793  0.3962
46 H 1.2713 -3.1169 0.9027  0.0011
47 H -0.4631 -2.7882 0.2918  0.2369
48 H 3.1229 -1.9353 1.2336  -0.5232
49 H 4.7778 -0.7318 1.4308  0.3720
50 H 1.2657 -0.6857 3.3227  0.2055
51 H 2.2466 -2.2320 3.5665  0.2584
52 H 2.8927 -0.6461 5.3774  0.3457
53 H 4.3681 -0.5000 4.2802  0.2377
54 H 3.4004 1.8485 3.4273  0.2026
55 H 1.7619 1.4962 4.2656  0.0875
56 H 2.8138 1.5564 6.6251  0.3010
57 H 4.5219 1.8327 5.9258  0.3302
58 H 3.0593 4.1162 4.7461  -0.4265
59 H 4.0515 4.0756 6.3127  0.3141
60 H 2.2253 4.1077 7.8285  0.2719
61 H 1.1752 3.0191 6.7369  0.3009
62 H 0.0713 5.3000 6.9778  0.3213
63 H 1.5705 6.2373 6.4184  0.1288
64 H -0.6577 4.9728 4.7339  0.3477
65 H 1.0026 4.3230 4.1391  -0.0566
66 H 0.4454 7.4546 4.6932  0.3404
67 H -0.1020 6.6197 3.1165  0.3569
68 H 2.0154 7.1354 2.2383  0.2553
69 H 2.8015 5.8482 3.3125  0.2183
70 H 3.3732 7.4222 6.0611  0.2200
71 H 4.6402 8.2929 5.0280  0.2607
72 H 4.3083 6.4923 4.7174  0.2348
73 H 1.0997 -0.1924 -2.0988  -0.1244
74 H -0.2735 -2.6610 -1.8675  0.1562
75 H 1.5125 -3.3898 -1.8142  0.1882
76 H 0.9203 -2.3520 -3.2539  0.3986
77 H 3.2060 -1.6818 -2.6682  0.5219
78 H 3.5583 -1.8953 -0.8668  -0.6415
79 H 3.1496 1.0804 -1.1373  0.1196
80 H 4.8474 0.2022 -1.4348  0.3261
81 H 4.1455 -0.2374 -3.9702  0.2712
82 H 4.3809 1.5610 -3.5843  0.3460
83 H 2.6242 0.7719 -3.6905  0.1754
84 O 2.5479 -5.4306 1.9599  -0.8885
85 P 3.6637 -5.8818 0.9955  0.8726
86 N 2.8607 -7.2768 0.4664  0.2995
87 C 2.6365 -8.5049 1.1969  -1.1796
88 C 1.7805 -7.0338 -0.4895  -1.0799
89 N 4.8421 -6.0838 2.2286  0.1272
90 C 5.0790 -7.3085 2.9650  -1.0952
91 C 4.8993 -4.9643 3.1814  -0.9450
92 N 4.9420 -6.3730 -0.1321  0.0739
93 C 5.3434 -7.6932 -0.5685  -0.8962
94 C 5.8902 -5.3278 -0.4953  -0.9601
95 H 2.4307 -9.3248 0.4967  0.4032
96 H 1.8029 -8.4271 1.9007  0.3005
97 H 3.5160 -8.8439 1.7372  0.4044
98 H 2.1951 -6.9290 -1.4971  0.2961
99 H 1.2335 -6.1153 -0.2520  0.2605
100 H 1.0448 -7.8422 -0.5231  0.3869
101 H 4.1886 -7.6300 3.5202  0.3589
102 H 5.8921 -7.1863 3.6880  0.3656
103 H 5.4190 -8.1114 2.3132  0.2546
104 H 4.1265 -5.0527 3.9642  0.3061
105 H 4.7595 -4.0102 2.6696  0.1210
106 H 5.8821 -4.9161 3.6650  0.4024
107 H 5.3643 -8.4256 0.2383  0.2682
108 H 6.3509 -7.6910 -0.9986  0.4142
109 H 4.6740 -8.0622 -1.3522  0.2148
110 H 6.7684 -5.3493 0.1594  0.3532
111 H 5.4270 -4.3408 -0.4059  0.0802
112 H 6.2203 -5.4256 -1.5342  0.4718
113 O -6.0760 2.1484 -3.4089  -0.8503
114 P -6.8204 2.1005 -4.7582  0.7012
115 N -6.0316 3.4416 -5.4297  0.3967
116 C -6.2070 4.8370 -5.0926  -1.1568
117 C -4.6654 3.1823 -5.8835  -1.1371
118 N -8.3716 2.3715 -4.0723  0.2260
119 C -8.9795 3.6704 -3.8691  -1.0402
120 C -8.6426 1.5531 -2.8802  -1.0852
121 N -7.6635 1.9989 -6.3157  0.0309
122 C -8.0216 3.0430 -7.2515  -0.8781
123 C -8.3073 0.7220 -6.5956  -1.1526
124 H -5.8544 5.4689 -5.9181  0.4114
125 H -5.6706 5.1183 -4.1817  0.2963
126 H -7.2504 5.1190 -4.9815  0.3729
127 H -4.6863 2.7348 -6.8822  0.2756
128 H -4.1446 2.4899 -5.2139  0.2332
129 H -4.0529 4.0861 -5.9450  0.4212
130 H -8.3804 4.3018 -3.2005  0.3422
131 H -9.9774 3.5774 -3.4282  0.3676
132 H -9.1506 4.1873 -4.8119  0.2276
133 H -8.2085 2.0000 -1.9693  0.3199
134 H -8.2324 0.5485 -2.9966  0.3199
135 H -9.7219 1.4325 -2.7296  0.3599
136 H -8.4024 3.9425 -6.7681  0.2591
137 H -8.8068 2.7182 -7.9430  0.4142
138 H -7.1616 3.3211 -7.8693  0.2072
139 H -9.3569 0.7341 -6.2820  0.3399
140 H -7.8044 -0.0876 -6.0590  0.3222
141 H -8.2583 0.4700 -7.6596  0.4650



# 2
DFT (the ωB97M-V functional and the def2-TZVPD basis) results for a 7-piece molecular cluster, C37H90N6O7 overall.

* Kohn-Sham gap: 8.732 eV
* structure (SMILES): CC1(C)CCCC(C)(C)N1O.CC1(C)CCCC(C)(C)N1O.COC[C@H](C)N.COC[C@H](C)N.COC[C@H](C)N.COC[C@H](C)N.CC(C)O
* energy: -63094.6951 eV
* HOMO level: -8.093 eV
* LUMO: 0.64 eV
* F_max: 3.8 eV Å⁻¹

Each line ends with the Mulliken charge.
Geometry (Å):
1 C 2.6803 1.5222 -0.9787  -0.6651
2 C 2.6013 0.0390 -1.4632  0.5191
3 C 3.6559 -0.9277 -0.9062  -0.3461
4 O 1.3964 -0.5777 -1.0098  0.0816
5 H 2.6151 1.6461 0.0959  -0.0323
6 H 1.8020 1.9745 -1.4683  -0.0099
7 H 3.6087 2.0200 -1.3043  0.4523
8 H 2.5900 0.0433 -2.5628  0.2204
9 H 3.4936 -1.9697 -1.2264  0.3326
10 H 3.6603 -1.0237 0.1784  -0.8446
11 H 4.6831 -0.6904 -1.0983  0.4087
12 H 0.6009 -0.2020 -1.3907  -0.2818
13 C -3.1297 4.7300 1.2205  -1.0694
14 C -3.2331 5.6250 0.0260  0.2472
15 C -1.9414 6.3318 -0.2039  -0.4889
16 O -1.6190 7.3057 0.8400  -0.3714
17 C -1.9304 8.6555 0.6488  -0.7465
18 N -3.6104 4.9563 -1.2356  -0.6157
19 H -2.3100 3.9776 1.2274  -0.3195
20 H -4.0455 4.1917 1.4095  0.4867
21 H -3.0661 5.4684 1.9844  0.5647
22 H -3.9539 6.4166 0.1285  0.4905
23 H -1.9849 6.8931 -1.2016  0.3950
24 H -1.0981 5.6165 -0.3207  0.0652
25 H -1.8393 9.1614 1.5734  0.3042
26 H -3.0074 8.7682 0.4009  0.2933
27 H -1.3811 9.1756 -0.1133  0.2980
28 H -2.8801 4.3089 -1.4021  0.0858
29 H -4.5273 4.5856 -1.1555  0.3038
30 C 2.7309 4.2921 -6.6746  -1.4485
31 C 2.9433 3.4234 -5.4807  0.3811
32 C 2.8665 4.1484 -4.1715  -0.4297
33 O 1.4918 4.6653 -4.0987  -0.2875
34 C 1.2322 5.2632 -2.8136  -0.6673
35 N 2.0555 2.2381 -5.4539  -0.5036
36 H 1.7192 4.6396 -6.8010  0.3037
37 H 3.0704 3.7348 -7.5475  0.3911
38 H 3.2671 5.2640 -6.7291  0.3621
39 H 4.0065 3.0361 -5.5870  0.3197
40 H 3.4971 5.1042 -4.1426  0.3433
41 H 3.0571 3.5471 -3.2790  0.0559
42 H 1.2899 4.4191 -2.0788  0.1678
43 H 0.2162 5.6924 -2.8949  0.2212
44 H 2.0585 5.9765 -2.5217  0.3864
45 H 2.4132 1.5369 -6.0950  0.2522
46 H 1.1121 2.5039 -5.6711  0.2165
47 C -2.8872 -0.1468 -1.0698  -0.7629
48 C -2.4023 0.3708 -2.4135  0.2432
49 C -2.3469 1.9140 -2.4402  -1.0982
50 O -2.1735 2.3179 -3.8387  -0.4840
51 C -1.8331 3.6529 -3.9355  -0.5708
52 N -1.0039 -0.0555 -2.8172  -0.4656
53 H -3.8872 0.2557 -0.7468  0.5845
54 H -2.3264 0.2079 -0.1933  -0.2609
55 H -2.9486 -1.2920 -1.1513  0.3064
56 H -2.9957 0.0389 -3.2152  0.5024
57 H -1.5724 2.3623 -1.8357  0.4015
58 H -3.3032 2.3582 -2.1331  0.4889
59 H -2.5068 4.2908 -3.3587  0.3757
60 H -1.8684 3.9542 -4.9507  0.3740
61 H -0.8133 3.8321 -3.4954  0.1253
62 H -0.9537 -1.0259 -3.1067  0.2543
63 H -0.6631 0.5865 -3.5236  0.1675
64 C 4.9077 -2.7935 1.9979  -1.2598
65 C 3.9727 -2.2970 3.1243  0.2905
66 C 3.5612 -0.8036 3.0081  -0.3540
67 O 2.9630 -0.3987 4.1988  -0.3798
68 C 2.9249 1.0534 4.4794  -0.5221
69 N 2.7945 -3.1344 3.0756  -0.1461
70 H 4.5761 -2.3624 1.0200  0.1209
71 H 4.9716 -3.8389 1.9949  0.4374
72 H 5.8650 -2.3572 2.1594  0.4840
73 H 4.5325 -2.2703 4.1229  0.1578
74 H 2.9503 -0.6776 2.1098  -0.1029
75 H 4.5784 -0.1889 2.7320  0.3437
76 H 2.2064 1.5423 3.7935  0.1102
77 H 3.9793 1.5237 4.3953  0.3275
78 H 2.4124 1.0422 5.4794  0.2344
79 H 2.9426 -4.0677 3.4813  0.3219
80 H 1.9699 -2.6949 3.4649  -0.0671
81 C -1.1048 1.3446 4.2836  -1.8552
82 C -1.0471 0.5217 2.9535  2.3236
83 C -0.2184 -0.7204 3.0476  0.2536
84 C -0.8647 -1.7781 3.9305  -0.7557
85 C -2.1931 -2.1120 3.2587  -0.9633
86 C -3.1235 -0.8876 3.1224  1.3527
87 N -2.3899 0.2018 2.4175  0.9879
88 O -3.2775 1.3078 2.4205  -0.5735
89 C -4.3393 -1.2804 2.1941  -1.6748
90 C -3.7855 -0.5435 4.3568  -1.8167
91 C -0.3399 1.4262 1.9329  -1.3670
92 H -0.2439 2.0101 4.3227  0.5203
93 H -1.1434 0.7314 5.1944  0.2689
94 H -2.0531 1.9915 4.3246  0.3006
95 H -0.1830 -1.1861 2.0889  -0.3043
96 H 0.8651 -0.4936 3.3807  -0.8520
97 H -0.9556 -1.3947 4.9226  0.3441
98 H -0.2383 -2.6684 4.0504  0.4587
99 H -2.8396 -2.7666 3.7947  0.6020
100 H -1.9943 -2.5467 2.2415  -0.1450
101 H -5.0081 -0.4026 2.0367  0.3446
102 H -3.9929 -1.5172 1.1951  0.1499
103 H -4.8574 -2.1284 2.6537  0.4750
104 H -4.2687 -1.3924 4.7343  0.5922
105 H -3.0845 -0.3246 5.1155  0.4112
106 H -4.5386 0.2668 4.1903  0.2629
107 H -0.8422 2.3801 2.0152  0.4916
108 H -0.3815 1.1256 0.8849  0.0191
109 H 0.7362 1.5338 2.2110  -0.1606
110 H -3.2692 1.8090 1.5747  0.2294
111 C -1.2216 -4.1363 -0.6701  -1.4084
112 C 0.2444 -4.5111 -0.9562  2.2072
113 C 0.9726 -4.1468 0.3887  -0.3369
114 C 0.9187 -5.2831 1.4177  -0.1333
115 C 1.3445 -6.5775 0.7616  -1.6787
116 C 0.4906 -6.9681 -0.4335  1.4195
117 N 0.5372 -5.8341 -1.3290  0.3612
118 O -0.2168 -6.1620 -2.4787  -0.5152
119 C 1.0737 -8.2375 -1.0774  -1.8127
120 C -0.9520 -7.3295 0.0410  -1.6078
121 C 0.7714 -3.6220 -2.1059  -1.4444
122 H -1.8940 -4.5989 -1.3418  0.5686
123 H -1.2142 -3.0346 -0.8102  -0.1434
124 H -1.5343 -4.2469 0.3395  0.2094
125 H 2.0278 -3.8911 0.2106  0.1454
126 H 0.6647 -3.1976 0.8324  -0.4047
127 H -0.0891 -5.4496 1.7589  0.2650
128 H 1.5219 -5.0117 2.3094  -0.0078
129 H 1.3649 -7.3975 1.5042  0.5649
130 H 2.3477 -6.4826 0.4128  0.3040
131 H 1.4796 -8.8535 -0.2094  0.3694
132 H 0.2836 -8.7194 -1.6559  0.3311
133 H 1.8081 -7.9286 -1.8132  0.4278
134 H -1.5177 -7.6850 -0.8494  0.5054
135 H -0.8622 -8.1424 0.7898  0.3605
136 H -1.5514 -6.5445 0.4272  0.3291
137 H 0.2337 -3.8096 -3.0570  0.4253
138 H 1.8068 -3.8442 -2.2263  0.5149
139 H 0.6495 -2.5804 -1.8932  -0.1189
140 H -0.9911 -6.6858 -2.2001  0.3829